[1]
This record from the Open Molecules 2025 dataset describes a molecular structure, C22H32BIrN6S at a distorted geometry. The level of theory is ωB97M-V with the def2-TZVPD basis set.

Positions of all 63 atoms, in Å:
Ir  0.73651  0.14689  -0.67744
N  3.22838  -0.12454  -1.22941
N  3.94348  1.06071  -1.10988
C  3.32433  2.22211  -0.86692
N  4.09035  3.30298  -0.80430
S  1.62554  2.40942  -0.66661
H  3.61247  -0.83622  -0.61894
H  3.23734  -0.45767  -2.18934
H  4.93852  1.04567  -1.28847
H  5.09400  3.26832  -0.89646
H  3.66218  4.20137  -0.65082
C  -1.74802  2.68303  -2.17344
C  -2.43087  1.39094  -2.44944
C  -3.18148  1.24036  -3.67571
C  -3.76986  0.04985  -4.01979
C  -3.63020  -1.02129  -3.15225
C  -2.91069  -0.90959  -1.90112
C  -2.80119  -2.14100  -1.07292
C  -2.34219  0.31111  -1.57482
N  -1.51727  0.42744  -0.42075
C  -1.96323  0.24320  0.75437
C  -3.40676  0.15005  1.13679
C  -0.91314  0.12591  1.83505
C  -1.35951  0.03375  3.25792
N  0.29970  0.00687  1.43789
C  1.40317  -0.11766  2.35246
C  2.03607  -1.35910  2.44091
C  1.52363  -2.56231  1.70145
C  3.14027  -1.47840  3.30923
C  3.59570  -0.39837  4.04905
C  2.95664  0.81813  3.93286
C  1.84148  0.98861  3.07845
C  1.20431  2.34497  2.98769
H  -2.16602  3.49100  -2.77019
H  -0.68733  2.58889  -2.44228
H  -1.78620  2.95396  -1.11657
H  -3.26480  2.10181  -4.32766
H  -4.32654  -0.05357  -4.94084
H  -4.06949  -1.98239  -3.39639
H  -2.50470  -2.97870  -1.71206
H  -3.77626  -2.39882  -0.64127
H  -2.07136  -2.05503  -0.27049
H  -4.05963  0.21511  0.27076
H  -3.65176  0.97307  1.81327
H  -3.61844  -0.77715  1.67295
H  -1.96279  -0.86951  3.38178
H  -1.99238  0.87952  3.53270
H  -0.51865  -0.01757  3.94197
H  0.56562  -2.89844  2.11186
H  2.22260  -3.39373  1.78011
H  1.35231  -2.35907  0.64124
H  3.62833  -2.44135  3.40718
H  4.44185  -0.50996  4.71546
H  3.30741  1.66817  4.50761
H  1.97307  3.11028  2.86574
H  0.66979  2.58145  3.91392
H  0.50893  2.43788  2.15666
B  -0.46062  -3.29864  -3.62099
C  0.06971  -2.12012  -2.76271
N  0.46214  -1.23514  -2.11891
H  -1.62956  -3.04082  -3.88553
H  0.21798  -3.34734  -4.62285
H  -0.39286  -4.28932  -2.91981

Forces on atoms 1 to 2 (eV/Å):
Ir 0.13 0.70 -0.07
N -0.07 -0.25 -0.03

## Properties
- Multiplicity: 5
- HOMO level (spin up / spin down): -12.9 / -12.9 eV
- Charge: +2

[2]
This record from the Open Molecules 2025 dataset describes a molecular structure, C22H32BrN3OSY. The level of theory is ωB97M-V with the def2-TZVPD basis set.

Positions of all 61 atoms, in Å:
Y  0.77303  -2.10430  0.05205
N  2.40244  -3.06337  1.77818
N  3.72133  -3.28948  1.36632
C  4.22207  -2.80422  0.20871
N  5.49253  -3.12183  -0.04036
S  3.37984  -1.81190  -0.85813
H  2.41199  -2.52607  2.64413
H  1.97338  -3.96835  1.97277
H  4.29384  -3.87574  1.95478
H  6.04657  -3.70533  0.56434
H  5.90455  -2.79752  -0.89883
C  -1.74299  4.80418  -2.66423
C  -2.66444  4.12871  -1.63870
C  -3.91825  3.59536  -2.34668
C  -3.10077  5.18161  -0.61790
C  -1.92357  2.96644  -0.98126
C  -1.45201  1.92094  -1.77119
C  -0.79515  0.88665  -1.15844
Br  -0.14915  -0.57454  -2.24445
C  -0.55075  0.78347  0.21975
O  0.09718  -0.29592  0.66786
C  -1.01509  1.83556  1.01954
C  -1.68739  2.88362  0.38189
C  -0.84844  1.94198  2.54514
C  -2.24080  2.01228  3.19336
C  -0.06988  3.22837  2.86898
C  -0.09574  0.78243  3.20860
H  -2.26166  5.63976  -3.13700
H  -1.43440  4.11411  -3.45100
H  -0.84436  5.18819  -2.17802
H  -4.45797  4.41860  -2.81754
H  -4.58590  3.11127  -1.63163
H  -3.66981  2.87031  -3.12308
H  -3.62170  5.98708  -1.13646
H  -2.24604  5.61989  -0.09902
H  -3.78702  4.76632  0.12268
H  -1.59731  1.91435  -2.84320
H  -2.04743  3.68707  1.00731
H  -2.81244  2.86941  2.83830
H  -2.14046  2.10280  4.27656
H  -2.81455  1.10935  2.97612
H  -0.58137  4.11920  2.50615
H  0.92411  3.20204  2.41826
H  0.04604  3.32755  3.94991
H  -0.61857  -0.16417  3.07408
H  -0.03110  0.98423  4.27933
H  0.91786  0.68938  2.81811
C  -0.52958  -4.09922  -0.17019
C  0.60948  -4.63562  -0.92977
C  0.86779  -4.22273  -2.25225
C  2.03146  -4.59154  -2.91727
C  2.99209  -5.36305  -2.28482
C  2.76233  -5.78401  -0.97824
C  1.60379  -5.41983  -0.31151
H  -0.80387  -4.71423  0.68670
H  -1.40859  -3.90558  -0.78700
H  0.10521  -3.65928  -2.78187
H  2.18083  -4.27759  -3.94250
H  3.89081  -5.66093  -2.80720
H  3.48325  -6.42667  -0.48613
H  1.41475  -5.80947  0.68599

Forces on atoms 1 to 2 (eV/Å):
Y 0.42 -0.47 -0.56
N -0.02 -0.04 0.10

## Properties
- Multiplicity: 1
- HOMO level: -10.5 eV
- Charge: +1
- Energy above the lowest of the compared OMol25 structures with the same formula, charge and spin: 5.3 kJ/mol

[3]
This record from the Open Molecules 2025 dataset describes a molecular structure, C22H32Cl2N3O3Sn at a distorted geometry. The level of theory is ωB97M-V with the def2-TZVPD basis set.

Positions of all 63 atoms, in Å:
O  -0.19235  1.55522  -1.84600
C  -1.28791  1.39589  -2.76810
C  -0.92710  1.99337  -4.15995
C  0.23190  2.75580  -4.32128
H  0.75958  3.10165  -3.42894
C  0.68760  3.07324  -5.60616
H  1.57990  3.68235  -5.70455
C  -0.01392  2.64185  -6.72677
H  0.37730  2.83066  -7.72450
C  -1.24048  1.98580  -6.57472
H  -1.82810  1.71433  -7.44911
C  -1.72556  1.70761  -5.29275
H  -2.72907  1.28870  -5.16955
H  -1.38981  0.30132  -2.90420
C  -2.90542  3.29636  -2.17969
C  -2.56766  1.83732  -2.14552
H  -3.50897  3.53395  -1.28523
H  -3.47034  3.57975  -3.08053
H  -1.97671  3.89696  -2.17877
C  -3.04514  0.91509  -1.26751
C  -3.58103  1.22455  0.08626
H  -2.90736  -0.15952  -1.46472
H  -4.46156  1.87799  0.05152
H  -2.84207  1.73428  0.73332
H  -3.85119  0.29221  0.59955
Sn  1.10138  0.30193  -0.97371
Cl  2.53379  2.11878  -0.45780
Cl  0.37651  -1.43694  -2.45868
H  4.86414  0.34425  -3.80752
H  6.29592  1.25150  -2.20951
C  4.03432  0.17202  -3.11747
C  5.59978  1.09715  -1.38729
N  4.62900  0.07531  -1.77570
H  3.51314  -0.75977  -3.36649
C  4.01465  -0.60189  -0.80922
O  2.86507  -1.12766  -0.92414
H  6.13399  0.75473  -0.49377
H  4.53047  -0.67536  0.16518
H  3.33836  1.02374  -3.18095
H  5.09368  2.04392  -1.15926
H  -1.87689  -5.57440  1.61399
H  -0.46105  -6.52307  -0.54884
C  -2.19954  -4.78237  0.92317
C  -1.00616  -5.69990  -1.03537
N  -1.21758  -4.58870  -0.12469
H  -2.32986  -3.84601  1.46725
C  -0.39816  -3.51310  -0.10706
O  -0.61010  -2.48703  0.54948
H  -0.42594  -5.35262  -1.89646
H  0.49596  -3.62462  -0.75143
H  -3.14605  -5.09901  0.47278
H  -1.97674  -6.08331  -1.37280
C  0.74056  0.24338  4.02353
C  0.08968  1.21355  3.25978
C  0.07788  1.10477  1.86707
N  0.70888  0.08693  1.22094
C  1.27691  -0.89308  1.97196
C  1.34289  -0.82641  3.36142
H  0.75868  0.30444  5.11504
H  -0.41990  2.06034  3.72096
H  -0.41686  1.83902  1.22798
H  1.66092  -1.75426  1.43089
H  1.85764  -1.63417  3.88586

Forces on atoms 1 to 2 (eV/Å):
O -1.61 1.45 -0.72
C 1.21 -1.26 -1.13

## Properties
- Multiplicity: 1
- HOMO level (spin up / spin down): -2.0 / -1.0 eV
- Charge: -1
- Energy above the lowest of the compared OMol25 structures with the same formula, charge and spin: 68.6 kJ/mol

The evaluated calculated total energy for the records listed, in turn: -1712.731306, -4107.443720, -2382.183680 Ha.